Record 1
12
Properties=species:S:1:pos:R:3:forces:R:3 method="wB97M-V/def2-TZVPD" de_lowest_kj_mol=374.39 total_charge=0 homo_lumo_gap_ha=0.3696 e_homo_ev=-9.57 spin_multiplicity=1
C -0.89323 -0.58507 0.00435 0.65 4.70 -0.09
C 0.27619 -1.44402 0.03515 0.44 -0.23 0.01
C 0.90453 1.48485 -0.01982 0.90 0.00 0.05
N -2.09255 -0.81564 -0.00216 -0.30 -0.81 0.00
O -0.44253 1.24102 -0.03747 -2.16 -3.98 0.04
Cl -3.32372 0.31756 -0.05066 0.17 0.29 0.00
H -0.04170 -2.48442 -0.00350 0.01 0.02 0.02
H 0.91714 -1.22051 -0.81614 0.03 -0.03 -0.01
H 0.84614 -1.26102 0.94573 0.01 -0.01 0.00
H 1.44430 1.01087 -0.85387 0.07 0.07 0.05
H 1.38474 1.18673 0.92560 0.07 0.04 -0.09
H 1.02071 2.56966 -0.12721 0.10 -0.07 0.02

Record 2
13
Properties=species:S:1:pos:R:3:forces:R:3 method="wB97M-V/def2-TZVPD" de_lowest_kj_mol=458.53 total_charge=0 homo_lumo_gap_ha=0.2919 e_homo_ev=-9.54 spin_multiplicity=1 smiles="O=C[C@@H](O)C(=S)CCl"
O 0.42248 -1.83114 1.78304 -5.84 6.72 -0.77
C -0.43172 -0.80256 1.58394 4.65 -2.82 0.02
C -0.90284 -0.38984 0.09035 -1.74 2.71 1.14
O -2.07745 0.59094 0.37626 0.78 -0.56 0.02
C 0.17961 0.58914 -0.59482 -1.76 1.34 -2.08
S -0.28964 2.03774 -1.35419 0.65 -2.17 1.77
C 1.52987 0.13063 -0.96753 1.76 -2.36 4.15
Cl 1.24006 -1.50082 -1.68998 0.67 0.45 -0.81
H -0.77804 0.18068 2.34004 1.03 -3.30 -1.53
H -1.32202 -1.30872 -0.57615 1.18 2.55 1.61
H -1.93281 1.62216 0.40662 0.67 -3.23 -0.57
H 2.19571 -0.21259 -0.01415 -1.81 0.93 -1.70
H 2.16678 0.89437 -1.38343 -0.23 -0.25 -1.25

Record 3
21
Properties=species:S:1:pos:R:3:forces:R:3 method="wB97M-V/def2-TZVPD" de_lowest_kj_mol=473.59 total_charge=0 homo_lumo_gap_ha=0.2520 e_homo_ev=-6.47 spin_multiplicity=1
C 0.57871 -1.50127 -1.15718 -0.02 -0.03 -0.01
C 1.05251 -0.16975 -0.57313 0.00 0.05 -0.04
C 2.50827 -0.26198 -0.11159 0.06 0.00 0.01
C 0.18167 0.28960 0.60240 -0.09 -0.08 -0.05
C -1.17866 0.80063 0.28337 0.15 0.43 0.21
C -2.12767 1.07423 1.33000 0.15 0.07 -0.20
O -1.38523 1.13206 -0.95508 -0.19 -0.12 0.17
H 1.15019 -1.74133 -2.06147 -0.08 0.04 0.13
H -0.49056 -1.48332 -1.38546 0.18 -0.01 0.01
H 0.73254 -2.31056 -0.43253 -0.02 0.12 -0.08
H 0.99100 0.59904 -1.35468 0.02 -0.10 0.10
H 3.15206 -0.58993 -0.93464 -0.09 0.05 0.12
H 2.61292 -0.99225 0.70076 -0.03 0.10 -0.11
H 2.88428 0.70342 0.24887 -0.06 -0.14 -0.05
H 0.66260 1.13550 1.12438 -0.07 -0.09 -0.05
H 0.05341 -0.50637 1.34366 0.01 0.09 -0.07
H -2.18016 -1.11647 0.17039 -0.12 -0.02 0.06
H -2.97333 1.70526 1.05684 0.09 -0.12 0.00
H -1.69588 1.26659 2.31051 -0.03 -0.09 -0.14
H -2.41083 -0.12415 1.06684 0.00 -0.11 -0.02
H -2.29574 1.45520 -1.06397 0.13 -0.02 -0.01

Record 4
49
Properties=species:S:1:pos:R:3:forces:R:3 method="wB97M-V/def2-TZVPD" total_charge=+2 homo_lumo_gap_ha="0.2202 / 0.1921" e_homo_ev="-14.40 / -13.72" spin_multiplicity=1
Pb -0.16627 0.08193 0.18775 0.26 -0.20 -0.12
O 2.05609 -3.01462 2.15337 0.00 0.03 -0.05
C 1.26488 -2.14975 1.83041 -0.01 -0.12 0.02
N 1.00118 -1.74299 0.56684 0.10 0.14 -0.06
C 1.80423 -2.30697 -0.50534 -0.09 0.10 0.09
C 2.24093 -1.25794 -1.50237 -0.17 0.06 0.04
C 3.28033 -1.48664 -2.39310 0.08 -0.09 -0.05
C 3.58968 -0.51963 -3.32973 0.03 0.04 -0.05
C 2.85442 0.66344 -3.36614 0.05 -0.01 -0.04
C 1.84293 0.82873 -2.44962 -0.05 -0.15 0.12
N 1.55453 -0.11405 -1.53315 -0.04 0.19 -0.30
C 0.49171 -1.42635 2.91630 -0.03 0.14 -0.12
C 0.57565 -1.85275 4.22899 0.01 -0.05 0.04
C -0.11332 -1.14566 5.20222 -0.02 0.02 0.02
C -0.85666 -0.02750 4.84066 0.00 -0.04 0.06
C -0.89238 0.33979 3.51101 0.07 -0.09 -0.18
N -0.22938 -0.35383 2.57279 -0.17 0.27 0.08
H 1.24463 -3.07009 -1.05565 -0.06 -0.04 0.01
H 2.67380 -2.81029 -0.08512 0.08 -0.02 0.07
H 3.82873 -2.41929 -2.34763 -0.01 0.03 -0.01
H 4.39630 -0.68229 -4.03291 -0.01 0.00 0.01
H 3.06111 1.43486 -4.09511 0.00 -0.03 0.01
H 1.22988 1.72579 -2.43569 0.02 -0.08 0.02
H 1.17604 -2.72369 4.45183 -0.01 0.02 0.01
H -0.07064 -1.46045 6.23724 0.00 0.01 -0.03
H -1.40300 0.55041 5.57487 0.04 -0.04 -0.04
H -1.45780 1.20477 3.17803 0.06 -0.05 0.00
Cl -3.27136 0.25457 0.80687 -0.06 -0.13 0.05
C -4.05638 -0.14844 -0.68167 0.23 -0.10 -0.13
C -5.36177 0.22468 -0.81916 -0.19 0.04 -0.08
C -6.03365 -0.06878 -2.01085 -0.05 0.01 0.00
C -5.39656 -0.70994 -3.06302 -0.19 0.08 0.06
C -4.07413 -1.06949 -2.94199 0.11 0.07 0.16
Cl -3.32931 -1.85351 -4.25853 0.10 -0.04 -0.03
C -3.34032 -0.81466 -1.73078 -0.15 0.09 -0.03
S -1.74423 -1.34144 -1.62866 0.07 -0.05 0.19
H -5.86923 0.73098 -0.00928 0.00 -0.02 -0.04
H -7.07448 0.21191 -2.11095 0.03 -0.01 0.00
H -5.92558 -0.93076 -3.97989 0.01 0.01 0.03
N 2.26947 1.22034 0.99614 -0.08 -0.05 0.25
N 2.49367 2.50021 0.49091 -0.18 0.02 0.03
C 1.48437 3.31524 0.15377 0.11 -0.04 -0.08
N 1.82236 4.54468 -0.21403 -0.14 0.10 0.00
S -0.17758 2.88587 0.15448 0.26 -0.04 0.06
H 2.31217 1.23642 2.01259 0.11 -0.01 0.03
H 2.99205 0.59975 0.64257 -0.13 -0.03 -0.01
H 3.43789 2.86017 0.50743 0.02 0.05 0.03
H 2.76450 4.89876 -0.14127 -0.01 -0.01 -0.01
H 1.10049 5.18850 -0.49544 0.01 0.03 0.00

Record 5
23
Properties=species:S:1:pos:R:3:forces:R:3 method="wB97M-V/def2-TZVPD" de_lowest_kj_mol=54.75 total_charge=0 homo_lumo_gap_ha=0.3644 e_homo_ev=-8.94 spin_multiplicity=1 smiles=Cc1ccccc1.CC
C 1.67953 2.22320 -0.91039 -0.54 0.48 -0.46
C 0.82830 1.46659 0.03328 -1.00 -0.97 2.11
C 1.25132 0.21356 0.52369 1.00 0.90 -2.06
C 0.49670 -0.63832 1.28750 -0.11 0.42 -0.24
C -0.78799 -0.22560 1.60505 0.13 -0.10 1.00
C -1.16868 1.09585 1.37299 -0.10 -0.45 -0.92
C -0.37696 1.92905 0.59191 0.78 0.14 -0.41
H 1.21927 2.22792 -1.90289 0.19 -0.32 -0.11
H 2.66425 1.76805 -0.94987 0.16 0.30 -0.17
H 1.70072 3.28415 -0.66540 0.41 0.02 0.28
H 2.19111 -0.07948 0.05567 0.09 -0.45 0.62
H 0.92683 -1.58912 1.56695 -0.32 -0.17 0.04
H -1.41428 -0.94750 2.11564 -0.27 0.32 0.09
H -2.15360 1.45646 1.61630 -0.15 -0.06 0.42
H -0.67182 2.95733 0.41139 -0.23 -0.07 -0.09
C -1.41198 -2.06015 -1.40203 -1.64 0.30 -1.64
C -0.34574 -3.02265 -1.84256 0.78 -0.35 0.26
H -1.03290 -1.20076 -0.86544 -0.08 -0.01 0.22
H -1.96513 -1.70394 -2.29382 0.71 0.42 0.00
H -2.30182 -2.49999 -0.94551 0.58 -0.34 0.92
H 0.14325 -3.47393 -0.97306 -0.10 -0.23 -0.14
H 0.45782 -2.52901 -2.38885 -0.02 0.31 0.01
H -0.68413 -3.80137 -2.52721 -0.27 -0.10 0.28

Record 6
22
Properties=species:S:1:pos:R:3:forces:R:3 method="wB97M-V/def2-TZVPD" de_lowest_kj_mol=321.56 total_charge=0 homo_lumo_gap_ha=0.3073 e_homo_ev=-7.70 spin_multiplicity=1 smiles=CC(C)c1cn(C)c[n+]1[O-]
C -1.64239 1.55758 -0.39141 1.25 -0.13 2.60
C -0.42022 1.51932 0.70503 -1.33 0.32 -2.12
C 0.60129 2.70521 0.55532 -2.18 0.02 0.09
C 0.10495 0.17443 0.44420 1.18 -2.50 -0.55
C 0.37078 -0.51549 -0.77249 -0.23 1.97 1.46
N 0.44002 -1.81943 -0.47256 0.83 -1.01 0.08
C 0.78881 -2.88602 -1.41666 -0.05 0.39 2.08
C 0.32311 -2.00410 0.89198 0.36 0.19 -1.40
N 0.14198 -0.84139 1.47861 -0.73 1.79 -2.25
O -0.11461 -0.62053 2.69670 0.09 0.10 0.91
H -1.30115 1.39856 -1.39186 0.00 0.09 -0.55
H -2.13692 2.46144 -0.19594 -0.65 1.73 -0.53
H -2.38485 0.83277 -0.05263 0.32 -0.46 -0.39
H -1.00388 1.50092 1.62942 0.83 0.12 0.32
H 0.73130 2.97301 -0.48150 0.52 -0.57 -0.64
H 1.53804 2.52332 1.05718 0.17 0.07 0.17
H 0.10088 3.63465 0.87721 0.36 -0.37 0.64
H 0.63617 -0.15135 -1.78885 -0.66 -0.29 1.03
H 1.33664 -3.56380 -0.81456 0.67 -1.05 0.29
H -0.06511 -3.38832 -1.76674 -1.25 -0.48 -0.58
H 1.41391 -2.60205 -2.21398 0.62 0.88 -0.88
H 0.54126 -2.88875 1.42355 -0.13 -0.81 0.24

Record 7
15
Properties=species:S:1:pos:R:3:forces:R:3 method="wB97M-V/def2-TZVPD" de_lowest_kj_mol=260.25 total_charge=0 homo_lumo_gap_ha=0.3370 e_homo_ev=-8.96 spin_multiplicity=1
H -2.03315 1.12498 -1.45850 -0.92 0.09 -0.60
N -1.18690 1.10222 -0.94212 0.71 0.20 0.56
C -0.77297 -0.08427 -0.81467 0.15 -0.25 -0.09
N -1.30726 -1.23423 -1.32423 0.08 -0.59 0.34
N 0.47073 -0.25320 -0.11550 -0.25 -0.49 -0.04
C 1.06576 -1.34997 0.38708 -0.38 -0.29 -0.18
S 0.59282 -2.92492 0.45046 0.01 0.26 -0.04
O 1.21992 0.88851 0.00604 0.21 0.30 0.09
C 0.84864 1.64470 1.16756 -0.34 -1.21 0.87
H -0.98070 -2.12755 -0.92275 -0.24 0.59 -0.26
H -2.28463 -1.19019 -1.58709 0.32 0.03 0.10
H 2.01820 -1.07191 0.80612 0.30 0.12 0.15
H 1.54918 2.44823 1.19075 0.46 0.58 0.06
H -0.16944 2.01687 1.05010 0.11 -0.07 0.15
H 0.96980 1.01075 2.10675 -0.21 0.74 -1.10

Record 8
20
Properties=species:S:1:pos:R:3:forces:R:3 method="wB97M-V/def2-TZVPD" de_lowest_kj_mol=339.42 total_charge=0 homo_lumo_gap_ha="0.2997 / 0.2526" e_homo_ev="-8.43 / -7.80" spin_multiplicity=1
C 0.76346 1.09026 0.59111 0.39 0.35 -1.22
C 1.57343 -1.27393 0.51848 1.42 -2.28 4.73
C 0.42850 -2.15223 1.25518 1.05 -0.37 -1.65
C 0.10691 1.01401 -2.51258 1.30 -0.29 2.47
C -0.59801 1.11622 -0.06130 -0.76 1.03 1.80
C -0.41164 -0.29820 -0.45316 1.62 -0.42 -1.17
C -1.97794 1.48478 0.47710 1.68 2.68 -0.91
N 1.01564 -0.18393 -0.02445 -2.50 2.68 -1.91
O 1.54121 1.80147 1.17355 -0.77 -0.47 0.17
S -1.11750 -1.56399 0.57183 -1.12 -0.49 0.00
S -0.75265 -0.43717 -2.26586 0.36 -0.31 0.66
H 2.30850 -0.90689 1.31350 -0.65 -0.71 -1.05
H 2.06667 -1.94260 -0.14486 0.51 -0.31 -0.84
H 0.59089 -3.20306 0.92902 -0.19 0.60 0.60
H 0.34059 -2.05901 2.31855 0.44 0.01 0.55
H -0.02144 1.58127 -3.35653 -0.62 1.13 -2.02
H 1.04937 1.22198 -1.95959 -0.89 -0.50 -0.50
H -2.36352 2.46337 0.03464 0.66 -0.97 0.92
H -1.98292 1.49408 1.57771 -0.28 -0.05 -0.50
H -2.55956 0.75359 0.01766 -1.62 -1.29 -0.11